{
  "formula": "C19H42BN2O6S",
  "method": "ωB97M-V with the def2-TZVPD basis set",
  "symbols": ["C", "C", "C", "C", "C", "C", "C", "C", "C", "C", "O", "C", "C", "B", "C", "O", "N", "C", "O", "C", "C", "N", "H", "H", "H", "H", "H", "H", "H", "H", "H", "H", "H", "H", "H", "H", "H", "H", "H", "H", "H", "H", "H", "H", "H", "H", "H", "H", "H", "H", "H", "H", "H", "H", "H", "H", "O", "S", "O", "O", "C", "C", "C", "H", "H", "H", "H", "H", "H", "H", "H"],
  "positions_angstrom": [[-3.28583, 3.85362, 0.34401], [-3.79523, 2.58152, 1.06376], [-2.71426, 1.77972, 1.83563], [-1.37806, 1.49255, 1.09947], [-1.14667, -0.00785, 0.71504], [-1.10793, -0.72125, 2.12312], [-0.00902, -1.79360, 2.37512], [-0.57072, -3.03390, 3.14518], [-0.16220, -3.02555, 4.66419], [-1.30121, -3.54112, 5.56212], [-0.93126, -4.76842, 6.18469], [-1.99857, -5.20670, 7.00820], [-2.22815, -0.75967, -0.12387], [-2.99418, -0.14877, -1.40466], [-3.12100, 1.33252, -1.92660], [-3.59070, -1.12208, -2.17350], [-1.43146, -1.85298, -0.76102], [-0.17546, -1.61162, -0.89766], [0.70776, -2.35527, -1.43976], [0.06858, -0.25151, -0.24162], [0.58212, 0.89489, -1.15063], [1.33661, 0.37704, -2.31974], [-4.01311, 4.65211, 0.53963], [-3.24488, 3.76739, -0.74286], [-2.34322, 4.19551, 0.78469], [-4.35434, 1.88290, 0.43083], [-4.51123, 2.92196, 1.82301], [-3.20459, 0.88750, 2.24387], [-2.46491, 2.39767, 2.70983], [-1.19600, 2.19427, 0.27942], [-0.57687, 1.69456, 1.82211], [-2.07672, -1.21833, 2.25539], [-1.05626, -0.01422, 2.95591], [0.55709, -2.14022, 1.50473], [0.72342, -1.35471, 3.06487], [-0.18291, -3.96510, 2.71632], [-1.66550, -3.08374, 3.10657], [0.64356, -3.76129, 4.75923], [0.15120, -2.02221, 4.96280], [-2.24510, -3.71060, 5.01504], [-1.51313, -2.81723, 6.36898], [-2.45873, -4.37400, 7.56110], [-1.60440, -5.92448, 7.73337], [-2.78970, -5.70123, 6.42069], [-3.02104, -1.33390, 0.38160], [-4.11551, 1.75761, -1.73887], [-3.04861, 1.28832, -3.02926], [-2.34708, 2.02846, -1.60477], [-4.08584, -0.68151, -2.88160], [-1.87669, -2.69834, -1.11230], [0.25645, -3.13974, -1.80745], [0.97267, -0.48168, 0.35067], [-0.18821, 1.58790, -1.50469], [1.29094, 1.47209, -0.54756], [0.84044, 0.68922, -3.15022], [2.21191, 0.89824, -2.34376], [5.44118, 3.98208, -3.89575], [4.69098, 2.85288, -4.34477], [4.25657, 1.84052, -3.42501], [5.46233, 2.15860, -5.55020], [6.84401, 1.79591, -5.35537], [6.98830, 0.51997, -4.54965], [3.30119, 3.41329, -5.27349], [7.39123, 2.61993, -4.89465], [7.26082, 1.64858, -6.35025], [6.66496, 0.66657, -3.51889], [8.02901, 0.19592, -4.53592], [6.37329, -0.27467, -4.97347], [3.64000, 4.13999, -6.00693], [2.60548, 3.87695, -4.57663], [2.83441, 2.55871, -5.75781]],
  "forces_ev_per_angstrom": [[-0.817, 0.022, 0.431], [0.240, -0.124, 0.364], [-0.124, 0.777, -0.032], [0.041, -0.514, -0.202], [-0.782, -0.018, 0.218], [0.541, -1.115, -0.373], [-0.366, -0.433, 0.913], [0.488, 0.274, 0.563], [-0.879, -0.884, -0.827], [0.226, 0.027, 0.501], [-0.333, 0.381, 0.000], [-0.042, -0.365, 0.171], [-0.694, -0.240, -1.214], [-0.312, 0.483, -0.254], [0.225, -0.206, -0.614], [0.011, 0.496, 0.313], [-0.219, -1.234, -0.206], [-1.215, 2.987, 1.092], [0.111, -0.947, -0.471], [2.138, -0.576, 1.060], [0.312, 0.042, -0.662], [-0.272, 0.731, 0.319], [0.213, -0.069, -0.117], [0.382, -0.040, 0.195], [-0.016, -0.098, -0.336], [0.076, 0.379, -0.188], [0.064, -0.264, -0.131], [0.337, -0.021, -0.141], [-0.007, -0.205, -0.123], [-0.344, -0.168, 0.031], [-0.018, 0.017, -0.284], [0.179, 0.136, -0.063], [0.077, 0.163, -0.399], [-0.288, 0.208, -0.041], [0.146, -0.014, -0.482], [-0.173, 0.180, -0.069], [0.189, 0.119, -0.302], [0.158, 0.518, 0.328], [0.080, -0.232, 0.076], [0.230, 0.190, -0.067], [-0.035, -0.049, -0.255], [0.168, -0.091, -0.075], [-0.013, 0.103, -0.192], [0.178, 0.147, 0.038], [0.266, 0.620, 0.612], [0.245, -0.029, 0.170], [0.015, 0.031, 0.244], [-0.270, -0.035, 0.180], [0.092, -0.474, 0.011], [-0.090, 0.236, 0.081], [0.597, -0.058, -0.059], [-0.276, 0.196, 0.090], [-0.155, -0.296, 0.355], [-0.429, 0.043, 0.064], [0.157, -0.276, -0.048], [0.105, -0.408, -0.242], [0.057, -0.148, 0.330], [-0.061, -0.007, -0.815], [-0.057, 0.109, 0.264], [-0.297, 0.169, 0.103], [0.751, -0.364, 0.163], [-0.234, 0.010, 0.224], [-0.064, -0.048, -0.060], [-0.197, 0.088, 0.019], [-0.279, 0.125, -0.100], [0.043, 0.009, -0.011], [0.000, 0.048, -0.076], [0.076, 0.004, -0.071], [0.023, -0.018, 0.021], [0.079, 0.003, 0.055], [0.041, 0.000, 0.002]],
  "charge": 1,
  "e_homo_ev": -11.58,
  "fmax_ev_per_a": 3.4
}

{
  "formula": "C4H34NO12",
  "method": "ωB97M-V with the def2-TZVPD basis set",
  "symbols": ["C", "C", "C", "C", "N", "H", "H", "H", "H", "H", "H", "H", "H", "H", "H", "H", "H", "O", "H", "H", "O", "H", "H", "O", "H", "H", "O", "H", "H", "O", "H", "H", "O", "H", "H", "O", "H", "H", "O", "H", "H", "O", "H", "H", "O", "H", "H", "O", "H", "H", "O"],
  "positions_angstrom": [[0.01667, -1.50856, 1.78021], [0.78913, -2.66418, 1.30193], [1.14533, -2.36020, -0.08457], [2.41072, -2.07134, -0.35135], [-0.97377, -0.97766, 0.85625], [-0.39718, -2.02339, 2.69365], [0.49021, -0.64530, 2.34968], [1.68265, -2.86065, 2.11021], [0.29689, -3.60025, 1.30288], [0.39540, -2.67531, -0.86211], [2.76150, -1.78285, -1.29412], [3.26926, -1.99694, 0.34699], [-0.56998, -0.32953, 0.13500], [-1.51863, -1.82373, 0.17866], [-1.74590, -0.38815, 1.45593], [0.41978, -2.30139, -4.67437], [0.49102, -1.91309, -3.16757], [0.07636, -1.75540, -4.05576], [3.18623, 0.66908, 3.97553], [4.04851, 0.61800, 2.76686], [3.09102, 0.65557, 3.06441], [-2.30501, -2.89218, -1.49487], [-2.31148, -1.77515, -2.36007], [-1.74403, -2.12952, -1.59213], [2.62005, 2.50323, 0.52371], [3.08099, 1.69678, -0.63391], [2.92646, 2.57634, -0.35629], [-2.90421, 1.73246, 1.57374], [-3.48758, 1.50366, 3.06186], [-3.58623, 1.54458, 2.13055], [-2.35570, 2.30090, -0.75237], [-1.37975, 1.18458, -1.05311], [-1.95214, 1.53007, -0.31188], [1.76373, 1.18455, 2.06574], [1.59468, 2.66391, 2.24692], [1.33522, 1.95403, 1.57431], [-1.85272, 0.42243, -3.75238], [-0.82024, 0.66100, -2.76156], [-1.84571, 0.64214, -2.84600], [0.98512, 0.79430, -1.74061], [0.73574, 1.87810, -0.55549], [0.53402, 0.91661, -0.89738], [2.47700, 1.71905, -3.64787], [2.55789, 2.65022, -2.28741], [2.01064, 1.88123, -2.82124], [-0.39239, 1.23984, 1.36660], [-1.06145, 2.41648, 2.08029], [-1.00170, 1.41280, 2.12811], [-4.75395, 0.03709, 1.09817], [-3.66708, -0.09281, -0.08010], [-4.56540, -0.42147, 0.26634]],
  "forces_ev_per_angstrom": [[-0.832, -0.003, 4.698], [3.166, 0.035, 1.129], [1.963, -1.792, -1.054], [0.638, 0.598, 0.288], [-4.387, -1.008, -0.757], [-1.145, 1.099, -0.746], [0.228, -0.987, -1.537], [-1.754, 0.727, -2.336], [-1.301, -0.791, 0.384], [0.862, 1.023, 0.654], [0.146, 0.048, -1.732], [-1.154, -0.140, 0.223], [-0.048, -0.532, 0.597], [1.665, 3.232, 2.118], [2.059, -1.516, -2.005], [1.959, -2.842, -2.806], [-0.525, -0.138, -1.607], [-1.488, 3.046, 4.421], [-0.073, 0.020, 3.023], [-1.731, 0.063, 0.170], [2.009, -0.342, -2.948], [-0.100, -1.315, 0.689], [1.718, 0.454, 1.412], [-1.777, 0.585, -1.951], [-0.776, -0.171, 1.534], [0.310, -1.515, -0.381], [0.970, 1.780, -1.747], [3.386, 0.623, -1.372], [1.093, 0.246, 0.780], [-5.186, -1.010, 0.719], [-0.132, -0.462, 0.288], [-0.879, 0.505, 1.277], [0.130, 0.402, -1.485], [-0.503, 0.914, -0.868], [-0.874, -1.067, -1.314], [2.098, 0.748, 2.446], [-0.670, -0.429, -2.035], [-2.421, 0.049, 0.094], [3.173, 0.178, 1.270], [0.647, 0.592, -0.034], [-0.228, -2.726, -1.261], [-0.240, 1.712, 1.372], [0.081, 0.200, -0.002], [-2.031, -2.754, -1.935], [2.008, 2.534, 1.463], [-0.761, 0.693, 1.216], [0.100, -1.947, 0.244], [0.455, 1.345, -0.375], [0.515, 0.259, -0.304], [-2.220, -0.237, 1.038], [1.852, 0.017, -0.954]],
  "charge": 1,
  "e_above_lowest_ev": 7.170,
  "e_homo_ev": -12.99,
  "fmax_ev_per_a": 5.6
}

{
  "formula": "C26H21Cl3IIrN6O6S",
  "method": "ωB97M-V with the def2-TZVPD basis set",
  "symbols": ["Ir", "C", "C", "N", "C", "C", "C", "O", "C", "C", "N", "C", "C", "C", "C", "C", "C", "I", "C", "O", "H", "H", "H", "H", "H", "H", "H", "H", "H", "H", "H", "H", "N", "C", "C", "C", "C", "C", "C", "S", "O", "O", "N", "C", "N", "C", "C", "C", "N", "H", "H", "H", "H", "H", "H", "H", "H", "H", "Cl", "C", "Cl", "Cl", "C", "O", "O"],
  "positions_angstrom": [[-0.91058, -0.00373, -1.36066], [3.19871, -1.47021, -2.12689], [3.12121, -0.07501, -1.59200], [4.18969, 0.47858, -1.05373], [4.11155, 1.72733, -0.57425], [2.96079, 2.48812, -0.55736], [3.02763, 3.91939, -0.10086], [2.06218, 4.18669, 0.90582], [1.78745, 1.88535, -1.04520], [0.50861, 2.56631, -1.00559], [-0.63297, 2.01746, -1.25162], [-1.79320, 2.82368, -1.24006], [-2.00821, 3.81098, -0.29286], [-3.16707, 4.57128, -0.36460], [-4.09525, 4.34812, -1.36864], [-3.88720, 3.34761, -2.31272], [-2.73859, 2.58292, -2.23919], [-2.34953, 1.04002, -3.60643], [1.88378, 0.61223, -1.63097], [0.86586, 0.06885, -2.25641], [4.23852, -1.78514, -2.16186], [2.75120, -1.53685, -3.11820], [2.62792, -2.15125, -1.48579], [5.03587, 2.14074, -0.18463], [2.85679, 4.57847, -0.96420], [4.04230, 4.11272, 0.25899], [2.29375, 5.01148, 1.34211], [0.51612, 3.62962, -0.78871], [-1.30280, 3.93894, 0.51990], [-3.35076, 5.33236, 0.38168], [-4.99914, 4.94042, -1.41170], [-4.61854, 3.16334, -3.08788], [3.25630, -4.14978, 2.94648], [2.43878, -3.06707, 2.71357], [2.83007, -2.06306, 1.81812], [2.02085, -0.96871, 1.60611], [0.80784, -0.86139, 2.27732], [0.40818, -1.84193, 3.17340], [1.22210, -2.93547, 3.39509], [-0.21894, 0.51231, 1.95899], [0.61885, 1.58012, 1.49186], [-1.10224, 0.72266, 3.06686], [-1.16644, 0.13279, 0.66340], [-2.26980, -0.67476, 0.70451], [-2.69377, -1.35357, 1.74827], [-3.78388, -2.08039, 1.47959], [-4.38084, -2.14846, 0.22433], [-3.79963, -1.43946, -0.81701], [-2.76046, -0.65036, -0.56581], [3.96223, -4.34902, 2.25906], [2.83726, -4.96270, 3.36362], [3.77094, -2.14662, 1.28753], [2.33580, -0.18420, 0.92885], [-0.53985, -1.74232, 3.68450], [0.91399, -3.70434, 4.09307], [-4.18648, -2.65856, 2.30346], [-5.24704, -2.76692, 0.04942], [-4.16707, -1.47386, -1.83137], [-0.22260, -3.98742, 0.68633], [-0.89973, -4.33911, -0.90215], [0.34530, -5.07121, -1.94098], [-2.25337, -5.46396, -0.71472], [-1.37063, -3.03316, -1.62204], [-2.33991, -3.07872, -2.35500], [-0.59195, -2.05214, -1.40017]],
  "forces_ev_per_angstrom": [[-0.334, -0.251, -0.927], [-0.052, -0.037, 0.033], [0.090, 0.087, -0.021], [-0.019, -0.118, -0.085], [-0.005, 0.255, 0.061], [0.062, -0.111, 0.077], [0.091, 0.023, -0.096], [-0.069, -0.021, 0.067], [0.020, -0.187, -0.139], [0.116, -0.133, -0.374], [0.000, 0.076, 0.501], [-0.161, -0.066, -0.346], [-0.164, -0.040, 0.044], [-0.004, 0.027, 0.023], [-0.024, -0.008, -0.020], [0.024, -0.051, -0.029], [0.011, 0.150, 0.201], [-0.010, -0.072, -0.273], [-0.162, 0.501, -0.046], [0.119, -0.199, 0.507], [0.012, -0.020, 0.014], [0.016, 0.012, -0.011], [0.014, 0.041, -0.044], [-0.017, -0.002, 0.022], [0.026, -0.023, 0.005], [-0.036, -0.002, 0.013], [-0.006, 0.006, -0.003], [-0.007, 0.021, -0.052], [0.033, -0.006, -0.050], [-0.006, -0.001, 0.002], [-0.005, -0.002, -0.012], [-0.004, 0.013, -0.004], [0.088, -0.042, 0.074], [-0.092, 0.075, -0.062], [-0.031, -0.057, 0.032], [0.037, 0.042, -0.042], [-0.002, 0.000, -0.066], [-0.040, -0.036, 0.049], [0.033, 0.010, -0.024], [-0.026, 0.050, 0.192], [-0.072, -0.011, 0.065], [0.082, -0.030, -0.076], [0.467, -0.710, 0.059], [0.770, 0.936, 0.302], [-0.665, -0.353, -0.409], [-0.005, -0.003, -0.107], [0.071, 0.034, 0.016], [-0.239, 0.196, 0.014], [0.114, -0.057, 0.763], [-0.022, -0.016, -0.012], [-0.005, -0.010, -0.029], [0.023, 0.003, 0.011], [-0.035, -0.016, 0.061], [-0.004, 0.010, 0.000], [0.012, -0.009, 0.015], [0.003, 0.015, 0.014], [0.003, -0.011, 0.003], [0.020, -0.041, -0.017], [0.028, 0.039, 0.065], [-0.070, -0.109, -0.072], [0.018, -0.005, 0.014], [0.047, 0.021, -0.028], [-0.156, 0.069, -0.689], [0.002, -0.016, 0.188], [0.096, 0.166, 0.660]],
  "charge": 0,
  "e_above_lowest_ev": 1.510,
  "e_homo_ev": -8.11,
  "fmax_ev_per_a": 1.2
}